[1]
DFT (ωB97M-V with the def2-TZVPD basis set) results for a molecular structure, C22H50EuN3OP2S at a distorted geometry.

The geometry in XYZ format:
```
80
C22H50EuN3OP2S ωB97M-V with the def2-TZVPD basis set
Eu 0.2618 0.2193 -1.2431
P 0.1260 -1.9756 -2.1208
P 0.4499 2.5375 -0.2222
N 1.6034 0.7890 -2.6930
C 1.7399 -1.6650 -3.0116
H 2.3786 -2.5207 -2.7709
H 1.4981 -1.7174 -4.0814
C 2.4981 -0.3647 -2.7152
H 3.0347 -0.4168 -1.7548
H 3.2129 -0.1236 -3.5065
C 2.0662 2.1602 -2.5299
H 1.3965 2.7848 -3.1247
H 3.0594 2.1585 -2.9719
C 2.0909 2.6466 -1.0648
H 2.3879 3.7033 -1.0370
H 2.8270 2.0696 -0.4773
C 0.5916 2.8491 1.5378
C 0.9759 1.8725 2.5718
H 1.8407 1.2188 2.4262
H -0.0762 1.0415 2.1873
H 0.5289 1.9757 3.5598
C -0.6823 3.6662 -1.0575
C -2.1343 3.4741 -0.5609
H -2.8208 3.5430 -1.4100
H -2.4092 4.2542 0.1573
H -2.2740 2.4906 -0.0877
C -1.1388 -2.2072 -3.3309
C -2.3503 -2.8669 -2.6598
H -3.2412 -2.7886 -3.2947
H -2.5751 -2.4052 -1.6948
H -2.1501 -3.9342 -2.5120
C 0.4205 -3.3285 -1.0080
C -0.6737 -3.5363 0.0552
H -0.2964 -4.2274 0.8222
H -1.5856 -3.9713 -0.3702
H -0.9504 -2.5973 0.5592
C -1.6286 -0.1431 0.0347
C -0.1709 5.1023 -0.8521
H 0.6468 5.1604 -0.1269
H 0.1805 5.5362 -1.7948
H -0.9894 5.7366 -0.4920
C -0.4934 -3.0957 -4.3806
H -1.1678 -3.9210 -4.6275
H -0.2854 -2.5326 -5.2899
H 0.4485 -3.5361 -4.0403
C 0.6595 -4.5544 -1.8690
H 0.8796 -5.4138 -1.2234
H -0.2222 -4.8177 -2.4610
H 1.5100 -4.4352 -2.5451
C -0.6333 3.6709 1.9262
H -1.5816 3.1496 1.7604
H -0.5792 3.9207 2.9875
H -0.6533 4.6069 1.3640
H 1.4806 3.4456 1.5507
H 1.3471 -3.0615 -0.4705
H -0.6528 3.4061 -2.1241
H -1.4534 -1.2446 -3.7832
O -2.5849 -0.3100 0.6324
H 0.8429 0.7157 -3.3907
H -1.1801 0.8531 -2.0660
C 2.1240 -1.4052 2.6081
N 1.0440 -0.7258 3.3724
C 1.0579 -0.9284 4.8041
C -0.0482 -0.0397 2.8734
S 0.1610 -0.0698 1.1529
N -1.2516 -0.0903 3.3894
C -2.1679 0.9875 3.7945
C -1.7740 -1.4521 3.5146
H 2.0204 -2.4985 2.7477
H 3.1080 -1.1000 3.0046
H 2.1263 -1.2094 1.5340
H 0.2693 -0.3286 5.2611
H 0.8929 -1.9876 5.0130
H 2.0197 -0.6103 5.2063
H -3.1224 0.9502 3.2379
H -2.3957 0.8599 4.8692
H -1.7271 1.9794 3.6705
H -2.7152 -1.5716 2.9742
H -1.0399 -2.1505 3.1095
H -1.9312 -1.6555 4.5788
```

Its multiplicity is 7. The LUMO energy (spin up / spin down) comes out at -5.71 / -5.67 eV. As for the maximum force: 4.99 eV Å⁻¹. As for the charge: +2. For the HOMO-LUMO gap (spin up / spin down), the calculation gives 6.70 / 6.87 eV.

[2]
DFT (ωB97M-V with the def2-TZVPD basis set) results for a molecular structure, C13H24F3NaO15S at a distorted geometry.

The geometry in XYZ format:
```
57
C13H24F3NaO15S ωB97M-V with the def2-TZVPD basis set
Na 14.1282 7.8810 -15.6354
C 12.4047 11.4266 -15.8547
F 11.3304 10.9557 -15.1849
F 12.5889 10.6348 -16.9265
F 12.1180 12.6411 -16.2855
S 13.8967 11.4514 -14.7951
O 14.3118 10.0483 -14.7734
O 14.7747 12.3306 -15.5127
O 13.3778 11.9216 -13.5312
C 11.6394 9.1103 -13.0329
O 12.1376 7.9256 -12.3920
C 12.4470 6.8992 -13.1683
O 12.3633 6.8597 -14.3730
O 12.9278 5.8708 -12.4826
C 12.8229 5.8611 -11.0722
H 11.0219 9.6125 -12.2943
H 11.0339 8.8521 -13.8966
H 12.4739 9.7492 -13.3115
H 13.3181 4.9655 -10.7234
H 11.7718 5.8620 -10.7690
H 13.2776 6.7469 -10.6285
C 15.2521 8.2395 -11.6037
O 16.0132 7.0488 -11.7671
C 16.3359 6.7709 -13.0121
O 15.9791 7.4001 -13.9783
O 17.1120 5.6979 -13.0212
C 17.6379 5.3395 -14.3145
H 15.8924 9.1209 -11.6521
H 14.7794 8.1817 -10.6285
H 14.4938 8.3639 -12.3762
H 18.4232 6.0321 -14.5996
H 16.8469 5.3041 -15.0571
H 18.0418 4.3364 -14.1996
C 14.5919 4.8698 -19.0517
O 14.5015 3.8946 -18.0120
C 14.3337 4.3550 -16.7838
O 14.2596 5.5130 -16.4770
O 14.2347 3.3327 -15.9545
C 13.8611 3.6350 -14.5965
H 15.3316 4.5229 -19.7634
H 14.8685 5.8438 -18.6480
H 13.6236 4.9738 -19.5445
H 14.1859 4.6322 -14.3121
H 14.3097 2.8692 -13.9754
H 12.7760 3.6167 -14.5040
C 10.8343 6.0395 -17.2434
O 11.0764 6.6638 -18.5028
C 12.0583 7.5636 -18.5295
O 12.7170 7.9055 -17.5932
O 12.1846 8.0348 -19.7643
C 13.2276 9.0028 -19.9477
H 9.8318 5.6254 -17.2701
H 10.9265 6.7377 -16.4142
H 11.5482 5.2344 -17.0530
H 12.8980 9.9799 -19.6119
H 13.4317 9.0055 -21.0146
H 14.1269 8.6868 -19.4238
```

The LUMO energy comes out at 0.05 eV. As for the maximum force: 1.23 eV Å⁻¹. As for the charge: 0. For the HOMO-LUMO gap, the calculation gives 9.28 eV. The calculation puts the relative energy (zero: lowest compared OMol25 entry of this formula, charge and spin) at 0.0 kJ/mol.

[3]
DFT (ωB97M-V with the def2-TZVPD basis set) results for a molecular structure, C17H36As3NO5Os.

The geometry in XYZ format:
```
63
C17H36As3NO5Os ωB97M-V with the def2-TZVPD basis set
Os 0.1586 0.1663 0.1163
O 0.0439 -0.7452 2.0905
C -1.1501 -1.5876 2.1839
C -1.3616 -2.2013 0.8182
N -1.5300 -1.1292 -0.2137
C -1.4308 -1.6693 -1.5905
C 0.0275 -1.7279 -2.0070
O 0.5334 -2.5519 -2.6832
O 0.7705 -0.6552 -1.5110
C -2.7699 -0.3408 0.0171
C -2.5359 0.7923 1.0173
O -3.4048 1.2545 1.6882
O -1.2738 1.2461 1.0471
H 0.1190 -0.2019 2.8897
H -1.9970 -0.9810 2.5015
H -0.9716 -2.3570 2.9332
H -2.2478 -2.8411 0.8384
H -0.5050 -2.8151 0.5318
H -1.9148 -0.9679 -2.2715
H -1.9138 -2.6402 -1.6909
H -3.5906 -0.9795 0.3435
H -3.0582 0.1309 -0.9228
C 3.0952 -1.7867 0.3595
As 2.5663 0.0514 0.5902
C 3.0330 0.4068 2.4326
C 3.7737 1.0011 -0.5762
C 3.6933 2.5288 -0.6592
C 4.6992 2.9554 -1.7364
C 2.3056 2.9550 -1.1490
As 0.7344 2.5676 -0.0766
C -0.6659 3.3306 -1.1542
C 0.6442 3.5562 1.5719
C 4.0251 3.2063 0.6733
As 5.8164 2.7998 1.4503
C 5.4162 3.6092 3.1865
C 6.8344 4.2964 0.7155
H 4.1386 -1.8674 0.6662
H 2.9846 -2.0728 -0.6837
H 2.4861 -2.4276 0.9930
H 4.1129 0.5596 2.4732
H 2.7791 -0.4687 3.0283
H 2.5360 1.2889 2.8284
H 3.6242 0.5492 -1.5609
H 4.7607 0.6942 -0.2174
H 4.4181 2.5708 -2.7181
H 5.6950 2.5753 -1.5034
H 4.7580 4.0434 -1.7983
H 2.0825 2.4827 -2.1119
H 2.2710 4.0375 -1.3023
H -0.4743 4.4023 -1.2202
H -1.6254 3.1613 -0.6730
H -0.6511 2.9019 -2.1546
H 0.9200 4.5894 1.3617
H 1.3084 3.1569 2.3319
H -0.3886 3.5010 1.9079
H 3.3125 2.9078 1.4477
H 3.9292 4.2907 0.5650
H 4.7148 2.9903 3.7463
H 5.0057 4.6121 3.0689
H 6.3384 3.6718 3.7619
H 7.1527 4.0915 -0.3040
H 7.7260 4.4222 1.3286
H 6.2529 5.2176 0.7446
```

The LUMO energy comes out at -7.94 eV. As for the maximum force: 0.65 eV Å⁻¹. As for the charge: +2. For the HOMO-LUMO gap, the calculation gives 5.81 eV. The calculation puts the relative energy (zero: lowest compared OMol25 entry of this formula, charge and spin) at 17.9 kJ/mol.

[4]
DFT (ωB97M-V with the def2-TZVPD basis set) results for 8 unconnected molecules or ions with the total composition C58H131N7O9 at a distorted geometry.

The geometry in XYZ format:
```
205
C58H131N7O9 ωB97M-V with the def2-TZVPD basis set
C 3.6617 43.7322 5.1229
C 4.0767 42.6554 4.0691
O 5.0386 41.8830 4.4018
O 3.4400 42.6928 2.9596
H 4.4733 44.4534 5.0270
H 3.7763 43.2917 6.1133
H 2.6776 44.1947 5.0465
C 5.1225 37.1546 -3.1310
C 6.5135 37.5220 -3.7608
C 7.2751 36.1768 -4.1080
C 8.5046 36.4882 -4.9910
C 8.0219 37.1094 -6.2770
C 7.2532 38.4416 -6.1424
N 6.2667 38.3467 -5.0474
O 5.3541 39.4426 -4.9507
C 6.4963 38.8037 -7.4415
C 8.2386 39.6134 -5.7734
C 7.3957 38.3097 -2.7370
H 4.5293 38.0280 -2.8602
H 5.2828 36.6032 -2.2046
H 4.5546 36.5746 -3.8585
H 6.5660 35.5458 -4.6438
H 7.6435 35.7083 -3.1954
H 9.0759 35.6029 -5.2703
H 9.1652 37.1761 -4.4632
H 7.3930 36.3778 -6.7843
H 8.8497 37.3443 -6.9461
H 7.0595 38.5415 -8.3372
H 6.1508 39.8352 -7.5103
H 5.5750 38.2238 -7.4967
H 8.9191 39.8194 -6.5996
H 8.9005 39.3016 -4.9656
H 7.7599 40.5085 -5.3761
H 6.9643 39.2941 -2.5553
H 8.4550 38.3948 -2.9793
H 7.3663 37.7329 -1.8126
C -2.7028 35.5953 4.4998
C -2.2675 36.0220 5.9381
C -1.0742 36.9464 5.7826
C -0.6865 37.6508 7.0497
C -1.8468 38.5189 7.5248
C -3.0785 37.6654 7.8398
N -3.3762 36.6895 6.7798
O -4.6141 35.9582 6.7247
C -4.2831 38.6215 8.0635
C -2.8138 36.9955 9.2353
C -1.7970 34.7519 6.7021
H -1.8115 35.4210 3.8971
H -3.1369 36.4747 4.0241
H -3.4261 34.7800 4.4827
H -1.2440 37.6315 4.9520
H -0.2370 36.3079 5.5006
H 0.2199 38.1787 6.7534
H -0.3515 36.9727 7.8345
H -2.0508 39.2657 6.7574
H -1.5659 39.0078 8.4576
H -4.0929 39.4655 8.7265
H -5.1612 38.0912 8.4320
H -4.6439 39.0760 7.1408
H -1.8789 37.3225 9.6906
H -2.6534 35.9174 9.2428
H -3.4513 37.2603 10.0789
H -1.0750 34.1749 6.1244
H -2.6532 34.1522 7.0109
H -1.2370 35.0045 7.6025
C 10.8869 33.4475 4.5621
C 10.0992 33.4902 5.9108
C 8.6886 32.9452 5.5238
C 7.9703 32.3616 6.7790
C 8.7712 31.2054 7.3742
C 10.1236 31.7642 7.8946
N 10.8466 32.5918 6.8659
O 12.1844 32.8661 7.1685
C 10.9900 30.5484 8.2834
C 9.8715 32.6124 9.1419
C 10.1037 34.9565 6.4712
H 11.0640 32.4137 4.2652
H 11.8302 33.9932 4.5853
H 10.3198 33.8919 3.7442
H 8.7968 32.0706 4.8823
H 8.1077 33.7244 5.0302
H 6.9559 32.0767 6.4998
H 7.7700 33.1826 7.4675
H 8.9375 30.4081 6.6498
H 8.2524 30.8433 8.2619
H 11.3337 29.8096 7.5593
H 10.3929 29.9558 8.9765
H 11.8548 30.8336 8.8825
H 9.0722 33.3520 9.0938
H 10.7975 33.1491 9.3484
H 9.5455 32.0614 10.0240
H 9.5694 35.5863 5.7600
H 11.0914 35.4171 6.4911
H 9.5653 35.1748 7.3935
C 6.0269 37.7415 16.6738
C 4.6366 38.4113 17.0821
N 4.5100 39.8207 16.5008
C 5.7432 40.7175 16.8198
C 4.4247 39.7877 14.9613
C 4.0627 41.0415 14.0802
C 3.3482 40.6104 17.2199
C 1.9010 39.9942 17.0148
O 1.7982 38.8476 17.7639
C 0.6705 37.9635 17.5703
H 6.3826 37.9874 15.6732
H 6.1748 36.6710 16.8162
H 6.7865 38.1606 17.3338
H 4.5769 38.6624 18.1411
H 3.7401 37.8576 16.8032
H 6.6457 40.1573 16.5750
H 5.8992 40.8197 17.8937
H 5.5525 41.6697 16.3248
H 3.6206 39.0601 14.8522
H 5.3602 39.3890 14.5689
H 4.8709 41.4950 13.5063
H 3.6331 41.7888 14.7473
H 3.2401 40.7129 13.4450
H 3.3663 41.6545 16.9077
H 3.6396 40.5814 18.2698
H 1.6724 39.8361 15.9608
H 1.0935 40.6238 17.3884
H 0.4637 37.5040 18.5368
H 0.9908 37.1302 16.9449
H -0.1620 38.4931 17.1072
C 8.7548 53.0594 7.6272
C 9.6530 52.0344 8.3424
N 9.3311 50.5491 8.0033
C 7.9240 50.3103 8.5952
C 9.3507 50.3405 6.4573
C 10.7003 50.6851 5.7575
C 10.3499 49.6719 8.7879
C 10.2833 48.1515 8.6121
O 10.1401 47.8066 7.2311
C 10.2399 46.3704 7.0932
H 8.7390 53.9959 8.1847
H 7.7186 52.7671 7.4571
H 9.1929 53.2550 6.6485
H 9.6887 52.1955 9.4199
H 10.6633 52.2523 7.9962
H 7.1446 50.8911 8.1017
H 7.9015 50.6424 9.6331
H 7.6582 49.2654 8.4353
H 8.5982 51.0047 6.0322
H 8.9231 49.3594 6.2506
H 11.5508 50.1581 6.1900
H 10.8887 51.7396 5.5561
H 10.6668 50.1621 4.8018
H 10.2475 49.9965 9.8234
H 11.3382 49.9614 8.4309
H 9.4121 47.8161 9.1748
H 11.1180 47.6066 9.0531
H 9.5406 45.8219 7.7244
H 11.2053 46.1048 7.5239
H 10.2835 45.9967 6.0702
C 3.6972 51.4106 -3.6003
C 4.7351 51.2555 -2.4817
N 5.0801 49.8022 -2.1293
C 5.4887 48.9360 -3.3270
C 6.2160 49.7274 -1.0497
C 6.2917 48.3425 -0.4354
C 3.7571 49.0743 -1.6882
C 3.0675 49.6750 -0.4139
O 3.9426 49.6213 0.6732
C 3.2996 49.9862 1.8078
H 3.5478 52.4529 -3.8819
H 2.6807 51.2052 -3.2648
H 3.8533 50.7922 -4.4842
H 4.5511 51.7654 -1.5361
H 5.7055 51.6074 -2.8319
H 5.4633 47.8498 -3.2396
H 6.4314 49.3444 -3.6911
H 4.6796 49.1182 -4.0342
H 5.9367 50.4981 -0.3314
H 7.1278 49.9332 -1.6105
H 6.1485 47.5344 -1.1528
H 5.7187 48.0808 0.4541
H 7.3339 48.1601 -0.1734
H 4.0629 48.0643 -1.4150
H 3.1281 49.0665 -2.5784
H 2.0949 49.1846 -0.3723
H 2.6662 50.6855 -0.4902
H 3.7974 49.7296 2.7429
H 2.3930 49.3886 1.9034
H 3.1329 51.0603 1.8897
C -5.5555 44.1348 -3.2430
N -5.1359 45.5212 -2.7133
C -3.9418 46.0513 -3.5235
C -6.3353 46.5257 -2.7860
C -4.7612 45.4836 -1.2251
C -3.6380 44.4679 -0.8508
O -2.4437 44.7362 -1.5180
H -4.8748 43.3634 -2.8829
H -5.8621 44.1336 -4.2890
H -6.3558 43.8531 -2.5588
H -3.1516 45.3058 -3.6122
H -3.5521 46.9344 -3.0171
H -4.2918 46.2303 -4.5402
H -7.1913 46.1025 -2.2604
H -6.7082 46.6103 -3.8068
H -5.9539 47.5085 -2.5092
H -5.6995 45.1971 -0.7501
H -4.4590 46.4817 -0.9081
H -4.0182 43.4488 -0.9209
H -3.4140 44.5294 0.2141
H -1.6881 44.3334 -1.0841
```

The LUMO energy comes out at -12.08 eV. As for the maximum force: 9.63 eV Å⁻¹. As for the charge: +6. For the HOMO-LUMO gap, the calculation gives 1.02 eV.

no.,calculated total energy (a.u.)
1,-2897.9082
2,-2498.5787
3,-7897.7461
4,-3346.3047